{
  "formula": "C82H167N5O26S7",
  "method": "ωB97M-V with the def2-TZVPD basis set",
  "gap_ev": 8.320,
  "e_tot_ha": -8241.7697,
  "species": ["O", "C", "O", "C", "C", "C", "H", "H", "H", "H", "H", "H", "O", "C", "O", "C", "C", "C", "H", "H", "H", "H", "H", "H", "O", "C", "O", "C", "C", "C", "H", "H", "H", "H", "H", "H", "O", "C", "O", "C", "C", "C", "H", "H", "H", "H", "H", "H", "O", "C", "O", "C", "C", "C", "H", "H", "H", "H", "H", "H", "O", "C", "O", "C", "C", "C", "H", "H", "H", "H", "H", "H", "C", "C", "C", "S", "O", "O", "C", "H", "H", "H", "H", "H", "H", "H", "H", "C", "C", "C", "S", "O", "O", "C", "H", "H", "H", "H", "H", "H", "H", "H", "C", "C", "C", "S", "O", "O", "C", "H", "H", "H", "H", "H", "H", "H", "H", "C", "C", "C", "S", "O", "O", "C", "H", "H", "H", "H", "H", "H", "H", "H", "C", "C", "C", "S", "O", "O", "C", "H", "H", "H", "H", "H", "H", "H", "H", "C", "C", "C", "S", "O", "O", "C", "H", "H", "H", "H", "H", "H", "H", "H", "C", "C", "C", "S", "O", "O", "C", "H", "H", "H", "H", "H", "H", "H", "H", "C", "C", "N", "C", "C", "C", "C", "H", "H", "H", "H", "H", "H", "H", "H", "H", "H", "H", "H", "H", "H", "H", "C", "C", "N", "C", "C", "C", "C", "H", "H", "H", "H", "H", "H", "H", "H", "H", "H", "H", "H", "H", "H", "H", "C", "C", "N", "C", "C", "C", "C", "H", "H", "H", "H", "H", "H", "H", "H", "H", "H", "H", "H", "H", "H", "H", "C", "C", "N", "C", "C", "C", "C", "H", "H", "H", "H", "H", "H", "H", "H", "H", "H", "H", "H", "H", "H", "H", "C", "C", "N", "C", "C", "C", "C", "H", "H", "H", "H", "H", "H", "H", "H", "H", "H", "H", "H", "H", "H", "H"],
  "positions_angstrom": [[4.070301, -1.230546, -0.108383], [4.454238, -0.075336, -0.305247], [5.360191, 0.227738, -1.221635], [5.811536, 1.543300, -1.122623], [4.965814, 2.259018, -0.039230], [4.121065, 1.071511, 0.561651], [5.758200, 2.078232, -2.061574], [6.873499, 1.472194, -0.859802], [4.354328, 3.099273, -0.369048], [5.583922, 2.643562, 0.757429], [3.114383, 1.370859, 0.780607], [4.618303, 0.813606, 1.508449], [-0.070361, -2.370567, -5.052729], [0.219003, -3.086564, -5.948045], [0.782899, -2.604730, -7.101709], [0.968126, -3.675262, -8.013556], [1.000791, -4.942262, -7.118175], [0.033314, -4.526637, -6.027589], [1.934744, -3.450307, -8.457376], [0.245739, -3.682459, -8.807894], [1.938706, -5.109849, -6.669734], [0.580109, -5.731074, -7.675610], [0.447062, -4.941430, -5.117641], [-1.006913, -4.707024, -6.187783], [-7.867178, 0.185184, 2.367150], [-6.831982, 0.723255, 2.535535], [-6.343858, 1.603064, 1.595410], [-5.016163, 2.046798, 1.926560], [-4.766357, 1.795588, 3.405145], [-5.772037, 0.633024, 3.611206], [-5.001844, 3.110055, 1.613611], [-4.326732, 1.432042, 1.324542], [-4.905527, 2.580561, 4.248030], [-3.775593, 1.371228, 3.449293], [-6.286755, 0.738268, 4.557824], [-5.285398, -0.345614, 3.480670], [-1.003627, 4.068910, -1.357952], [-1.414675, 4.430496, -2.410228], [-0.909761, 3.917089, -3.534164], [-1.419382, 4.626069, -4.691472], [-2.630986, 5.456768, -4.144022], [-2.359941, 5.615914, -2.661629], [-1.699566, 3.923827, -5.496715], [-0.651469, 5.283720, -5.115754], [-3.557142, 4.907092, -4.389471], [-2.692956, 6.455636, -4.601234], [-3.289114, 5.643053, -2.070124], [-1.794298, 6.531074, -2.521328], [0.292076, -1.174530, 7.031007], [1.146146, -0.599635, 6.409106], [2.490980, -0.722736, 6.811662], [3.305608, -0.287586, 5.746768], [2.546214, 0.834189, 5.074902], [1.078069, 0.372177, 5.259474], [3.374208, -1.151621, 4.997016], [4.319027, 0.013990, 6.110992], [2.775689, 0.968010, 3.982688], [2.595556, 1.848392, 5.492502], [0.815895, -0.258565, 4.364238], [0.385937, 1.183783, 5.372638], [-4.597044, -4.218242, 4.066592], [-3.875525, -3.381151, 4.455973], [-3.935029, -2.851209, 5.701863], [-2.740645, -1.993069, 5.981206], [-2.475419, -1.441873, 4.594956], [-2.742662, -2.692900, 3.736736], [-1.976744, -2.646563, 6.390224], [-3.008796, -1.341600, 6.776275], [-1.547361, -0.972449, 4.369859], [-3.171245, -0.682682, 4.300664], [-1.879270, -3.349217, 3.647672], [-3.072969, -2.388504, 2.723366], [-4.358474, 1.892315, -3.323233], [-4.604991, 2.953800, -2.231029], [-5.541555, 2.307958, -1.205800], [-6.834242, 1.600571, -2.307707], [-7.703854, 2.722500, -2.675656], [-7.442265, 0.443242, -1.713440], [-5.764109, 1.238498, -3.720244], [-3.692961, 1.119325, -2.946084], [-3.757962, 2.351469, -4.115154], [-5.008314, 3.860479, -2.742320], [-3.695810, 3.228214, -1.712085], [-6.109127, 2.968093, -0.541618], [-5.074131, 1.538513, -0.689478], [-6.222140, 1.716346, -4.631678], [-5.628828, 0.102174, -3.772199], [4.530350, 5.332853, -2.417075], [4.645996, 6.532933, -3.366074], [3.909810, 6.089782, -4.598750], [2.378498, 5.414793, -3.955990], [1.932538, 4.271371, -4.666596], [1.458085, 6.536315, -3.813595], [3.032082, 5.016634, -2.311230], [4.950039, 5.603593, -1.442935], [5.089987, 4.449133, -2.782442], [5.697375, 6.668340, -3.614539], [4.278938, 7.484871, -2.951040], [4.434044, 5.267503, -4.984051], [3.797362, 6.915766, -5.328873], [2.693726, 4.010410, -2.108978], [2.459572, 5.731410, -1.778148], [4.314002, -4.039490, 3.660891], [3.957222, -3.139104, 2.484839], [2.542236, -3.428484, 1.930804], [1.684445, -3.564669, 3.498134], [0.556606, -4.442487, 3.470389], [1.476316, -2.183133, 3.872823], [3.026327, -4.261371, 4.440211], [5.096735, -3.651309, 4.258441], [4.574705, -5.032859, 3.271203], [4.696474, -3.269426, 1.614958], [4.104628, -2.087036, 2.795234], [2.484901, -4.361854, 1.320589], [2.115479, -2.614191, 1.377607], [2.769514, -5.311015, 4.703127], [2.777624, -3.718920, 5.358371], [2.145001, -0.054099, -5.413897], [3.636017, -0.314002, -5.503871], [4.282690, 0.069619, -4.192710], [3.549224, 1.643792, -3.838050], [4.351820, 2.664110, -4.390896], [3.143306, 1.786221, -2.456199], [2.014124, 1.361677, -4.925513], [1.659548, -0.770505, -4.680181], [1.540404, -0.188810, -6.325792], [4.077278, 0.206836, -6.336364], [3.699464, -1.343878, -5.703510], [5.348341, 0.127089, -4.288529], [4.040375, -0.573334, -3.363752], [2.237974, 2.067576, -5.693841], [1.080082, 1.693284, -4.420738], [-0.557456, 5.335084, 1.831571], [-0.903328, 3.880545, 2.072285], [0.293297, 3.173967, 2.760093], [1.725310, 4.187875, 2.424387], [2.634162, 3.280571, 1.682857], [2.242176, 4.817339, 3.636667], [0.898308, 5.477209, 1.372223], [-0.751429, 5.909920, 2.783645], [-1.166992, 5.749223, 1.008752], [-1.120875, 3.450096, 1.100613], [-1.788147, 3.751592, 2.723314], [0.463211, 2.116235, 2.465534], [0.192893, 3.211067, 3.839259], [1.031263, 5.218899, 0.308457], [1.433380, 6.408568, 1.698405], [-0.856748, 0.967596, -1.684913], [-1.118700, -0.535299, -1.754058], [-1.330300, -1.124865, -0.353996], [-0.607765, 0.084389, 0.699733], [0.398616, -0.548948, 1.562700], [-1.668995, 0.836904, 1.382572], [0.175086, 1.047192, -0.648146], [-1.742346, 1.556658, -1.451202], [-0.340948, 1.400079, -2.571306], [-0.222410, -1.004813, -2.261445], [-1.991722, -0.859650, -2.331141], [-0.807660, -2.080645, -0.061065], [-2.400259, -1.148239, -0.046070], [1.122426, 0.594746, -0.874095], [0.324680, 2.078558, -0.286667], [-7.682270, -3.100709, 0.989717], [-6.781473, -4.278951, 0.600217], [-5.319016, -3.759117, 0.601353], [-5.516380, -2.118935, 0.022163], [-5.206330, -2.062540, -1.391065], [-4.788398, -1.285886, 0.921501], [-7.280305, -1.865584, 0.161772], [-7.699866, -2.811410, 2.069015], [-8.720070, -3.328625, 0.716346], [-6.911556, -4.535237, -0.462960], [-7.058618, -5.117144, 1.192463], [-4.680728, -4.235895, -0.120399], [-4.828261, -3.576508, 1.525773], [-7.537470, -1.858636, -0.885517], [-7.407186, -0.826170, 0.582561], [5.576902, 4.436134, 3.840800], [5.113413, 3.055232, 4.257647], [5.966329, 2.291208, 5.171690], [7.118715, 1.703058, 4.510916], [6.568592, 0.468804, 3.757601], [6.233509, 2.966154, 6.394442], [4.943988, 3.308779, 7.147369], [6.509759, 4.448462, 3.256181], [5.679516, 5.149540, 4.696652], [4.904111, 4.895998, 3.105399], [4.231979, 3.192291, 4.792014], [4.786259, 2.425768, 3.411831], [7.583943, 2.327053, 3.714564], [7.901966, 1.486631, 5.200216], [7.260734, -0.302507, 3.404869], [5.753105, -0.020746, 4.370675], [6.016488, 0.914320, 2.851351], [6.930547, 3.908695, 6.347358], [6.816210, 2.221223, 6.975444], [5.227122, 3.827616, 8.067291], [4.347766, 2.393834, 7.282422], [4.279897, 3.958021, 6.526029], [-4.393487, -7.306300, -1.451520], [-2.965964, -6.775916, -1.150996], [-2.692165, -5.319985, -1.348491], [-1.385076, -4.916499, -0.750361], [-1.316145, -4.890381, 0.749000], [-2.655376, -5.099815, -2.817005], [-2.704527, -3.631995, -3.221983], [-4.874862, -6.610237, -2.173105], [-4.990901, -7.331127, -0.538305], [-4.357558, -8.282378, -1.934889], [-2.798724, -6.948280, -0.057368], [-2.173199, -7.336774, -1.696532], [-0.607569, -5.592031, -1.233415], [-1.318082, -3.890243, -1.132974], [-0.510735, -4.235855, 1.142079], [-2.318032, -4.596565, 1.005591], [-0.940945, -5.870861, 1.113655], [-3.426888, -5.709578, -3.282901], [-1.750505, -5.661732, -3.220884], [-3.474313, -3.179781, -2.575367], [-2.868574, -3.554950, -4.318095], [-1.754979, -3.156493, -3.079221], [-3.906107, -1.488164, -6.580776], [-2.602172, -1.019265, -7.213561], [-2.581911, 0.346131, -7.695498], [-2.626932, 1.348384, -6.662007], [-1.771360, 1.082971, -5.409897], [-3.554202, 0.584063, -8.780570], [-2.987555, 1.692033, -9.668977], [-4.720485, -1.496450, -7.264422], [-4.158516, -0.670533, -5.876626], [-3.738893, -2.410420, -6.007741], [-1.784806, -1.222526, -6.542034], [-2.437948, -1.631182, -8.106426], [-2.127439, 2.254460, -7.068582], [-3.607715, 1.598745, -6.307086], [-0.757692, 0.800696, -5.830057], [-1.661512, 1.901155, -4.694224], [-2.226890, 0.228733, -4.927949], [-4.548109, 0.960480, -8.322537], [-3.681574, -0.327930, -9.301688], [-2.224857, 1.292906, -10.305664], [-2.437590, 2.469534, -9.141176], [-3.720753, 2.198197, -10.278237], [1.733709, -2.672117, -2.390097], [2.916766, -3.216537, -3.229491], [2.822478, -4.663321, -3.495628], [2.220965, -5.338993, -2.328166], [3.041026, -5.312562, -1.086923], [4.117229, -5.152093, -3.968210], [4.080817, -6.567043, -4.508944], [0.745694, -2.897335, -2.843126], [1.889753, -1.574771, -2.335282], [1.756748, -3.108144, -1.405234], [2.892407, -2.633741, -4.188585], [3.850420, -2.917454, -2.695057], [2.047256, -6.341875, -2.674790], [1.238130, -4.889271, -2.149062], [3.377613, -4.329971, -0.800056], [3.932794, -5.895621, -1.182781], [2.472677, -5.682454, -0.252486], [4.449483, -4.405306, -4.747955], [4.832070, -5.119047, -3.156420], [3.529223, -6.594510, -5.457422], [5.092648, -6.924947, -4.711050], [3.591081, -7.309901, -3.883675], [-1.103457, 2.837871, 7.003612], [0.025176, 2.761828, 8.113616], [-0.389281, 2.554263, 9.503558], [-0.877150, 1.168753, 9.681735], [-2.370588, 1.254538, 9.924743], [0.703946, 2.941724, 10.405073], [2.068593, 2.277514, 10.239542], [-0.822946, 3.581255, 6.231603], [-1.924628, 3.448143, 7.479705], [-1.477535, 1.874523, 6.625854], [0.783425, 2.041452, 7.846483], [0.563881, 3.694598, 7.996186], [-0.581067, 0.513906, 8.891886], [-0.493954, 0.755597, 10.607160], [-2.653709, 1.926487, 10.735801], [-2.770755, 1.757944, 9.056417], [-2.835627, 0.280040, 10.021604], [0.343123, 2.640083, 11.417935], [0.803904, 4.007518, 10.408370], [2.766067, 2.701834, 10.971830], [2.492282, 2.314889, 9.227954], [1.879431, 1.207745, 10.486184]],
  "atomic_forces_ev_per_a": [[0.548, 1.628, -0.970], [-1.526, -2.609, 1.094], [-0.203, -1.150, -0.848], [0.692, 1.773, 0.776], [-0.365, -0.921, 0.505], [1.896, 1.803, 0.150], [-0.181, -0.231, -0.436], [-0.130, 0.188, 0.118], [-0.016, -0.381, -0.342], [0.387, 0.233, 0.135], [-0.530, -0.511, -0.260], [-0.525, -0.068, -0.018], [-0.380, 1.126, 1.067], [0.340, 1.052, -1.002], [-0.770, 0.288, 0.683], [2.019, -0.373, 0.509], [-2.094, 1.703, -1.256], [1.515, -0.980, 0.411], [0.101, -0.304, -0.308], [-0.741, -0.017, -0.118], [1.232, -0.408, 0.120], [0.173, -1.418, -0.546], [-0.731, -0.173, 0.632], [-0.687, -0.534, -0.067], [-1.181, -0.692, 0.466], [2.266, 1.564, -0.867], [-0.402, -0.162, 0.354], [-0.282, 1.149, -0.689], [-0.821, -0.610, 0.960], [-0.191, -0.080, 0.579], [0.357, -0.576, 0.169], [-0.013, 0.402, 0.300], [0.167, -0.865, -2.013], [0.486, 0.214, 0.463], [0.094, -0.547, 0.350], [-0.285, 0.194, 0.311], [0.273, -0.654, 1.707], [-0.002, 1.403, -0.093], [-0.547, 0.186, -1.026], [-0.585, 0.809, -0.255], [-0.074, 0.008, -1.250], [-0.201, -0.975, -0.784], [0.058, 0.090, 0.674], [0.117, -0.234, 0.477], [0.256, 0.300, 0.394], [-0.002, -0.516, -0.207], [0.694, -0.233, 0.067], [0.187, 0.055, 0.363], [0.290, 0.467, -0.657], [0.639, 0.121, 1.523], [-1.417, -0.338, -0.095], [1.294, -0.317, -1.184], [-1.190, 0.858, -1.332], [0.844, -1.417, -1.589], [0.254, 1.134, 0.933], [-0.908, -0.360, -0.144], [-0.010, -0.350, 0.956], [0.647, -0.388, 0.405], [-0.139, 0.765, 0.824], [-0.475, 0.112, 0.324], [-1.720, -1.703, -0.779], [2.146, 2.105, 1.056], [0.232, 0.090, 0.836], [-0.903, -1.185, -0.945], [0.077, -0.883, -0.323], [-0.167, 1.018, -0.975], [0.351, -0.068, -0.339], [-0.445, 0.852, 0.348], [1.202, -0.052, 0.311], [-0.897, 0.374, 0.213], [0.103, -0.088, 0.066], [0.195, -0.380, 0.374], [-0.428, -0.021, 0.162], [-0.372, 0.095, -0.189], [-1.805, 1.491, -2.243], [-0.488, 1.726, 0.638], [0.891, -0.975, 0.028], [0.154, -0.296, -0.316], [1.413, -0.542, -0.335], [-0.159, -0.292, 0.256], [-0.683, -0.132, -0.363], [-0.054, -0.557, 0.740], [0.411, 0.097, -0.076], [0.301, -0.108, -0.159], [0.817, -1.493, 0.948], [0.401, -0.736, 0.973], [-0.494, 1.652, -0.195], [-0.098, 0.019, 0.986], [0.762, -0.222, 0.260], [-0.611, 1.439, -0.090], [0.252, 2.193, 0.467], [-0.481, -1.228, -0.842], [0.022, -0.423, 0.086], [0.045, -0.183, -1.495], [-0.155, -0.199, 0.010], [-0.365, 0.551, -0.029], [0.073, 0.206, -0.019], [-0.089, -0.477, 0.001], [0.693, -1.175, -0.970], [-0.434, -0.764, 0.281], [0.321, -0.308, 0.280], [-0.197, 0.665, 1.160], [-1.439, -1.183, -0.717], [1.786, 0.779, -2.302], [0.735, -0.982, 0.786], [-0.055, 0.512, -1.734], [-0.698, -0.599, 0.155], [0.187, -0.387, 0.654], [-1.428, -0.486, 1.286], [0.818, 0.355, 0.493], [0.324, 0.269, 0.166], [-0.916, 0.155, 1.307], [-0.576, -0.360, -0.298], [0.101, 0.610, 0.819], [-0.168, 0.551, -0.163], [0.249, 0.587, -0.572], [1.064, 0.189, 0.294], [-1.529, -0.289, 1.097], [-0.845, -0.176, -0.266], [-0.243, -0.113, -0.159], [-3.168, -1.341, 0.162], [1.637, 1.721, -0.971], [0.052, -0.296, 0.268], [0.608, 0.744, 1.346], [0.672, 0.769, -0.672], [0.660, -0.050, 0.076], [0.254, 0.398, -0.304], [0.764, -1.475, -0.218], [0.574, 0.359, 0.173], [-0.223, -0.438, 0.216], [-0.083, 0.509, -0.749], [0.832, -0.389, -0.096], [-0.360, 1.604, 0.477], [0.007, -0.832, 0.244], [-0.669, 0.088, 0.031], [1.325, -1.462, -0.642], [-0.705, 1.743, 0.491], [-0.613, -0.231, -0.898], [0.972, -0.468, 1.224], [0.357, -0.284, -1.071], [-0.062, -0.115, 0.615], [-0.015, -0.441, 0.026], [0.305, 0.196, -0.519], [0.051, 0.862, 0.011], [-0.115, -0.034, 0.250], [0.048, 0.104, 0.495], [-0.703, -0.714, -0.634], [0.258, -0.172, -1.561], [0.140, -1.668, -1.634], [-0.201, -0.378, 0.713], [0.997, 0.029, 1.899], [-0.606, 0.725, -0.691], [0.814, -0.177, -0.831], [-0.359, 1.397, 2.914], [0.054, 0.058, 0.089], [-0.946, -0.481, 0.019], [-1.026, 0.411, 0.655], [0.165, 0.426, -0.258], [-0.623, 0.920, -0.735], [0.607, -0.213, -0.339], [0.395, -0.374, -0.237], [0.125, -0.401, 0.001], [-1.411, 1.010, -0.142], [0.673, 1.150, -0.672], [-1.277, -0.277, -0.155], [-0.769, 0.110, -1.660], [0.528, 0.160, -0.336], [1.114, 1.551, 1.141], [1.248, 0.498, 0.760], [0.364, -0.569, -0.721], [0.107, -0.108, 0.277], [-0.577, -0.021, 0.299], [0.439, -0.848, 0.562], [0.407, -0.457, -0.140], [0.208, -0.587, 1.128], [-0.674, -0.198, -0.151], [-0.220, -1.458, -0.349], [0.696, 0.966, -0.662], [0.457, -0.416, -0.540], [0.253, 0.520, -1.238], [-0.738, -0.563, -1.533], [-1.670, 0.254, -0.671], [1.290, 0.706, 1.186], [-0.137, 0.287, -0.898], [0.188, -0.243, 0.539], [-0.062, -0.658, -0.631], [-0.383, -0.236, 0.486], [-1.750, 0.300, 0.695], [0.478, 0.327, 0.143], [-0.185, 0.206, 0.572], [0.412, -0.371, 0.768], [0.145, 0.374, 0.093], [1.037, 0.420, -0.556], [0.902, -1.012, 1.131], [-1.121, -1.274, -0.233], [-0.249, 0.548, 0.111], [-0.462, -0.253, 0.040], [0.320, 0.197, 0.448], [0.652, -0.095, 0.682], [0.433, 1.363, -0.743], [0.691, 0.179, 1.586], [-0.651, -0.977, -0.441], [-0.121, -0.286, -2.116], [1.372, -0.937, -0.216], [1.271, -0.984, 0.167], [-0.423, -0.857, -0.257], [0.034, -0.479, 0.472], [0.007, -0.093, -0.191], [-0.027, -0.037, 0.229], [0.118, -0.058, -0.863], [-0.394, -0.015, 0.123], [-0.352, 0.860, 0.506], [0.641, -0.239, 0.031], [-0.799, 0.188, -0.367], [-0.230, 0.005, 1.181], [-1.054, 0.367, 0.165], [-0.580, 0.453, 0.172], [-0.247, 0.826, 0.266], [0.134, 0.275, -0.725], [-0.396, 0.106, 0.728], [0.546, 0.352, 0.290], [0.828, 1.327, 1.473], [-0.487, -0.868, -1.087], [-0.047, -0.560, 0.150], [1.800, 1.757, 0.396], [0.926, -1.282, -1.516], [-0.076, 2.567, 2.054], [0.127, 0.060, -0.070], [-0.641, -0.544, -0.650], [-0.168, -0.599, 0.189], [-0.450, 0.180, -0.351], [0.380, 0.186, 0.221], [0.290, -0.153, 0.030], [-0.874, -0.127, -0.097], [-1.104, 0.250, -0.125], [-0.881, 0.137, 0.916], [-0.191, -0.018, -0.397], [0.363, -0.325, 0.622], [1.070, -0.809, -0.742], [-0.359, -0.818, -0.641], [0.338, -0.476, -0.641], [-0.360, -0.020, 0.502], [-0.382, -0.010, -0.241], [0.324, 0.356, -0.929], [-0.651, 0.784, -0.159], [-0.490, 1.156, 0.049], [-0.011, 0.141, -1.335], [0.308, 0.043, 0.516], [-0.442, 0.413, -0.118], [-0.156, -0.066, -0.982], [0.637, 0.228, 0.074], [-0.275, -0.545, 0.192], [-0.044, 0.290, 0.517], [0.228, -0.726, 0.529], [-0.286, -0.325, -0.231], [-0.228, -0.689, 0.216], [0.278, -0.289, -0.204], [0.036, 0.617, -0.073], [0.573, -0.602, -0.014], [-0.283, -0.440, 0.376], [-0.176, -0.922, 0.654], [0.591, 0.205, 0.338], [0.110, 0.014, 0.068], [-0.037, 0.039, 0.018], [0.058, 0.185, 0.408], [-0.347, 1.438, 1.750], [-0.568, 0.341, -1.141], [0.706, -0.046, -1.029], [-0.451, 1.227, 1.900], [-0.337, 0.189, -1.018], [-0.648, -0.934, 0.979], [-0.485, -1.082, 0.074], [0.360, -0.991, -0.133], [0.329, -1.069, -0.263], [0.155, 0.462, 0.065], [0.233, -0.749, -0.411], [-0.010, 0.514, 0.507], [0.014, -0.464, -0.752], [0.698, -0.131, 0.158], [0.393, -0.307, 0.314], [-0.535, -0.067, -0.429], [-0.160, -0.165, 0.149], [0.249, 0.473, -0.505], [-0.086, 0.777, -0.166], [-0.050, -0.171, -0.243], [-0.060, 0.207, 0.300], [0.627, 0.494, -0.200]],
  "mulliken_charge": [-0.527, -0.520, -0.283, -0.718, 0.003, 2.753, 0.157, 0.427, -0.481, 0.705, -0.189, -1.400, 0.005, 0.248, -0.536, -0.588, -0.685, 0.200, 0.393, 0.275, 0.123, 0.439, -0.258, 0.379, -0.626, 0.165, -0.308, 0.377, 0.158, 0.432, 0.436, -0.334, 0.307, -0.410, 0.591, -0.709, -0.655, -0.454, 0.591, 0.122, -0.701, -0.410, -0.358, 0.412, 0.156, 0.443, 0.304, 0.526, -0.667, -0.197, -0.432, 0.270, 1.057, 1.827, -0.627, 0.389, -0.767, -0.056, -1.171, 0.385, -0.616, 0.356, -0.474, -0.557, 1.546, 0.909, 0.224, 0.426, -0.197, -1.107, -0.044, -0.645, 1.684, -0.344, 0.277, 1.124, -0.781, -0.567, -0.808, -0.868, -0.488, 0.423, -0.561, 0.938, -0.803, 0.396, 0.352, -0.119, -0.924, -0.849, 1.121, -0.513, -0.748, -0.264, 0.446, -0.023, 0.424, 0.327, 0.355, 0.467, -0.436, 0.653, -0.916, -0.104, 0.939, 0.890, -0.825, -0.364, -0.905, 0.440, 0.314, 0.413, -0.225, -0.394, -0.329, 0.536, 0.346, 1.440, -2.381, -0.009, 0.495, -0.884, 0.692, -1.013, -1.249, 0.963, 0.404, 0.654, 0.742, -0.408, 0.741, -0.234, -0.880, 0.760, 0.513, 0.746, -0.019, -0.760, -0.245, 0.309, 0.374, -0.599, 0.279, -0.559, -0.234, -0.386, 0.660, 0.234, 0.835, 1.029, 0.464, -0.167, 0.122, 0.105, -0.394, -0.245, -0.946, 0.365, -0.545, -0.807, -0.293, -0.175, -0.703, -0.687, 1.232, 1.501, -0.974, -0.395, -0.989, 0.209, 0.408, 0.341, 0.416, -0.710, -0.577, 0.551, 0.214, -1.622, 1.272, 0.905, -0.859, -0.121, -0.629, -0.815, 0.337, 0.321, 0.225, -0.410, -0.697, 0.217, 0.527, 0.570, -0.183, -0.164, 0.241, 0.486, 0.504, 0.017, 0.166, -1.212, -0.501, 0.664, 1.178, -0.677, -0.944, 0.874, 0.259, 0.304, 0.346, 0.298, 0.483, 0.131, -0.898, -0.411, 0.099, 0.466, 0.523, 0.273, -0.321, -0.287, -0.433, -0.795, 0.614, 0.261, -0.945, 1.080, -0.504, -1.318, 0.386, -0.034, 0.303, -1.061, 0.624, 0.284, 0.398, -0.120, -0.755, -0.183, 0.231, 0.539, 0.353, 0.253, 0.376, 1.790, -0.668, 1.174, -0.246, -1.619, -0.557, -1.370, -0.296, -0.849, 0.219, -0.488, 0.343, 0.853, -0.472, 0.122, 0.404, 0.548, 0.253, 0.477, 0.224, 0.407, 0.310, -1.152, -0.533, 0.039, 0.145, -1.489, -0.754, -0.581, 0.283, 0.471, -0.055, 0.327, 0.601, -0.124, 0.483, 0.350, 0.274, 0.420, 0.425, 0.405, 0.422, -0.092, 0.237]
}